{
  "formula": "C14H22B3N3O5Sr",
  "method": "wB97M-V/def2-TZVPD",
  "e_lumo_ev": -8.94,
  "homo_lumo_gap_ev": 4.2319,
  "e_above_lowest_ev": 0.0000,
  "total_energy_ha": -1192.104953,
  "homo_ev": -13.2,
  "charge": 2,
  "species": ["N", "C", "N", "N", "C", "C", "C", "C", "B", "O", "B", "C", "C", "C", "O", "O", "O", "B", "C", "C", "C", "C", "C", "C", "O", "H", "H", "H", "H", "H", "H", "H", "H", "H", "H", "H", "H", "H", "H", "H", "H", "H", "H", "H", "H", "H", "H", "Sr"],
  "positions_angstrom": [[5.6717, -0.5610, 0.6878], [4.5574, 0.0050, 0.8467], [4.3613, 1.2969, 0.3592], [3.4156, -0.5213, 1.5606], [2.9136, -1.8196, 1.0973], [1.6945, -1.7520, 0.1820], [1.9909, -1.5484, -1.3153], [1.8830, -0.0606, -1.7277], [0.4859, 0.3679, -2.2038], [-0.4743, -0.5715, -2.7315], [-1.6198, -0.5546, -2.0216], [-2.3407, -1.8110, -1.4096], [-3.4771, -1.4374, -0.4465], [-4.1291, -2.7202, 0.0889], [-4.3985, -3.6009, -0.6733], [-4.4697, -2.7435, 1.3822], [-2.2364, 0.7345, -1.8675], [-1.2142, 1.6477, -1.2872], [-1.4501, 2.3328, 0.0354], [-0.3546, 2.9219, 0.6924], [-0.5225, 3.5359, 1.9207], [-1.7872, 3.5832, 2.5021], [-2.8876, 3.0036, 1.8705], [-2.7171, 2.3841, 0.6486], [-0.0528, 1.6405, -2.0170], [5.6815, -1.4946, 1.0884], [4.5920, 1.4084, -0.6167], [3.4401, 1.6444, 0.5701], [3.6702, -0.6041, 2.5359], [3.6965, -2.3874, 0.5828], [2.6496, -2.4031, 1.9777], [1.0252, -0.9671, 0.5533], [1.1906, -2.7164, 0.2897], [1.2839, -2.1403, -1.8928], [2.9995, -1.8954, -1.5274], [2.6408, 0.2097, -2.4682], [2.0845, 0.5634, -0.8520], [-2.7080, -2.5495, -2.1335], [-1.5612, -2.3335, -0.8464], [-3.1126, -0.7944, 0.3528], [-4.3234, -0.9379, -0.9324], [-3.8338, -2.3008, 1.9577], [0.6198, 2.8814, 0.2246], [0.3243, 3.9852, 2.4188], [-1.9181, 4.0803, 3.4531], [-3.8615, 3.0440, 2.3371], [-3.5633, 1.9266, 0.1489], [-3.8589, 0.0291, -3.3949]],
  "forces_ev_per_a": [[0.0, -0.2, -0.3], [0.1, 0.2, 0.0], [-0.6, -0.2, -0.1], [-0.1, 0.2, 0.1], [0.2, 0.0, 0.1], [0.0, -0.3, -0.2], [0.0, 0.5, 0.3], [-0.1, -0.2, 0.1], [0.0, 0.4, -0.8], [0.2, -0.4, 0.9], [0.9, 0.0, 0.0], [-0.7, 0.6, -0.4], [0.4, -0.7, 0.3], [-0.1, 0.0, 0.0], [-0.2, 0.1, 0.0], [0.1, -0.4, -0.2], [-0.1, -0.4, 0.4], [0.2, 0.4, -0.7], [-0.2, 0.2, 0.2], [-0.2, -0.1, -0.1], [-0.1, 0.0, 0.0], [0.1, 0.0, -0.1], [0.1, 0.0, 0.0], [0.3, -0.1, -0.1], [0.0, -0.4, 0.8], [0.0, 0.0, 0.0], [0.5, 0.2, 0.1], [0.0, 0.0, 0.0], [0.0, 0.0, 0.0], [0.0, 0.0, 0.0], [-0.1, 0.0, 0.1], [-0.1, 0.0, 0.1], [-0.1, 0.0, 0.0], [0.2, -0.1, -0.2], [0.0, -0.2, -0.1], [0.0, 0.1, -0.1], [0.2, 0.1, -0.1], [0.2, -0.2, 0.0], [0.1, -0.1, -0.2], [-0.1, 0.2, -0.1], [-0.2, 0.3, 0.0], [-0.1, 0.3, 0.0], [0.0, 0.1, 0.0], [0.0, 0.0, 0.0], [0.0, 0.0, 0.0], [0.0, 0.0, 0.0], [-0.1, 0.0, 0.0], [-0.5, 0.0, 0.0]],
  "nbo_charge": [-0.66, 0.55, -0.81, -0.71, -0.22, -0.41, -0.39, -0.84, 1.23, -0.87, 1.07, -0.85, -0.49, 0.79, -0.53, -0.64, -1.06, 1.17, -0.46, -0.12, -0.21, -0.13, -0.21, -0.18, -0.88, 0.34, 0.39, 0.37, 0.39, 0.19, 0.21, 0.18, 0.21, 0.20, 0.23, 0.29, 0.26, 0.28, 0.32, 0.25, 0.15, 0.50, 0.23, 0.24, 0.24, 0.24, 0.19, 1.96]
}

{
  "formula": "C9H14O",
  "method": "wB97M-V/def2-TZVPD",
  "e_lumo_ev": 0.98,
  "homo_lumo_gap_ev": 9.4871,
  "e_above_lowest_ev": 0.9686,
  "total_energy_ha": -426.537188,
  "homo_ev": -8.5,
  "charge": 0,
  "species": ["C", "C", "C", "C", "C", "C", "C", "O", "H", "H", "H", "H", "H", "H", "H", "H", "C", "C", "H", "H", "H", "H", "H", "H"],
  "positions_angstrom": [[-1.2313, -1.0518, 2.9306], [1.5722, 0.3464, 0.0114], [0.6152, 1.2584, 0.4974], [1.6146, -0.9370, 0.5151], [-0.2996, 0.7544, 1.4150], [0.7904, -1.3859, 1.5091], [-0.2238, -0.5493, 1.9187], [2.4148, 0.7373, -0.9847], [0.5585, 2.2894, 0.1697], [2.0589, 1.1851, -1.7407], [2.3866, -1.6652, 0.2246], [-1.1806, 1.3300, 1.6927], [1.0738, -2.2583, 2.0881], [-1.8460, -1.8440, 2.4667], [-1.8839, -0.2659, 3.3096], [-0.6906, -1.4036, 3.8059], [-0.2121, 0.9105, -2.9334], [-1.0714, -0.0997, -2.0296], [0.6011, 0.4177, -3.4398], [-1.0182, 1.3010, -3.5870], [-0.0506, 1.7812, -2.2997], [-1.0539, -1.0720, -2.5002], [-2.0759, 0.3629, -2.0696], [-0.8484, -0.1414, -0.9698]],
  "forces_ev_per_a": [[0.0, 0.2, -0.3], [-1.3, 1.4, -0.6], [0.2, -1.2, 0.5], [1.9, -1.1, -0.5], [-0.5, -0.3, -0.1], [0.1, 0.9, 0.7], [-0.9, 0.4, 0.6], [1.8, -0.9, 0.5], [0.1, -0.1, -0.2], [-0.9, 0.3, -0.1], [-0.1, 0.8, -0.3], [0.3, 0.2, 0.2], [-0.5, -0.3, -0.4], [0.2, 0.2, 0.5], [-0.1, 0.1, -0.3], [-0.1, -0.5, 0.0], [-2.9, -0.4, 1.5], [-0.1, 1.5, -1.0], [0.4, 0.4, -0.1], [1.1, -0.3, -0.5], [1.0, 0.0, -0.1], [-0.3, -0.3, 0.1], [0.2, -0.8, 0.0], [0.5, -0.2, -0.1]],
  "nbo_charge": [-0.63, 0.30, -0.27, -0.26, -0.21, -0.19, -0.04, -0.71, 0.22, 0.50, 0.22, 0.21, 0.21, 0.22, 0.21, 0.22, -0.64, -0.61, 0.21, 0.21, 0.20, 0.20, 0.19, 0.22]
}